(a)
20
Properties=species:S:1:pos:R:3 method="wB97M-V/def2-TZVPD" homo_lumo_gap_ev="7.59 / 7.59" charge=+1 lumo_ha="-0.1925 / -0.1925"
C 1.3706 -2.0048 -0.0775
C 0.2700 -1.2981 -0.0654
C 2.9377 -0.1845 -0.1737
C 3.1767 1.1993 -0.0392
C -2.2004 0.7156 -1.2236
C -1.8434 0.9762 1.2146
C -1.9887 -0.0436 0.0608
N -0.8158 -0.8709 -0.0805
N 2.5734 -1.4319 -0.0061
O 2.7889 2.2801 -0.1948
O 4.2251 0.4237 0.1750
H 1.2601 -3.1419 -0.0386
H -3.2363 1.1294 -1.2169
H -2.3492 0.0209 -2.1392
H -1.3251 1.5085 -1.3607
H -1.0164 1.5803 1.0920
H -1.6572 0.4469 2.1206
H -2.7800 1.4941 1.3387
H -2.7503 -0.7590 0.3317
H 3.3604 -2.0403 0.2828

(b)
20
Properties=species:S:1:pos:R:3 method="wB97M-V/def2-TZVPD" homo_lumo_gap_ev=10.03 charge=+1 lumo_ha=-0.1138
C -2.2672 -1.4167 -0.2046
C -3.3935 -0.6434 0.0352
C -0.9879 -0.8773 -0.2065
C -3.2806 0.7177 0.1470
C -0.8903 0.4760 -0.1610
C -2.0524 1.2292 0.0009
C -0.3506 2.5798 -0.0331
N 0.1847 1.3933 -0.1236
N 3.4202 -0.0214 0.1688
O -1.6010 2.5746 -0.0050
O 2.4315 0.8404 0.6563
H -2.2893 -2.4999 -0.3594
H -4.4142 -1.0181 -0.1710
H -0.0543 -1.5706 -0.2540
H -4.1432 1.2863 0.4604
H 1.2432 1.1036 0.0097
H 4.3927 -0.0694 0.5994
H 3.1245 -0.9823 0.3340
H 3.6222 0.1722 -0.8108
H 0.1479 3.5019 0.0374

It turns out (b) is the most stable, with the second structure 2.971 eV higher.